Entry 1:
# C7H5F5MgN3O3STe

A molecular structure, C7H5F5MgN3O3STe (the ωB97M-V functional and the def2-TZVPD basis, the Open Molecules 2025 dataset).

Each line ends with the natural charge from an NBO analysis.
Atoms and positions in Å:
O 0.3373 -1.7488 -0.8770  -0.67
C 0.6297 1.6390 -0.3104  0.18
C -4.8464 -1.4442 -0.3265  0.19
C 1.9994 1.8674 -0.2334  -0.23
H 1.9267 5.2373 0.1035  0.21
H -1.3308 2.4633 -0.2846  0.26
N 0.1142 0.3160 -0.4691  0.16
C 2.4565 3.1643 -0.0843  -0.21
F 1.5361 -3.9451 -0.9734  -0.62
N 0.9353 -0.6305 -0.6946  0.15
F 0.0709 -4.2034 2.3602  -0.63
C -0.2757 2.6846 -0.2306  -0.24
N -3.6894 -1.6172 -0.2578  -0.84
S -6.4366 -1.2020 -0.4208  -0.28
C 0.1992 3.9794 -0.0835  -0.21
C 1.5611 4.2251 -0.0119  -0.22
Te 0.4858 -3.7613 0.5798  3.37
O -1.1219 -3.8290 -0.2184  -1.21
F 0.9220 -5.5813 0.6450  -0.63
F 2.0432 -3.0336 1.2681  -0.59
H 2.6840 1.0343 -0.2874  0.24
H -0.5038 4.8000 -0.0240  0.21
Mg -1.6802 -1.8464 -0.1328  1.81
H 3.5210 3.3488 -0.0214  0.21
O -1.1760 0.1463 -0.4175  -0.70
F -0.3613 -2.0630 1.4029  -0.73

Cartesian forces (eV/Å) of the 3 atoms listed first:
O -0.09 0.12 -0.34
C 0.12 0.28 0.04
C 0.39 -0.06 0.03

## Properties
Energy ... -55117.33797 eV
Relative energy (zero: lowest compared OMol25 entry of this formula, charge and spin) ... 19.2 kcal/mol
Spin multiplicity ... 1
Max |F| ... 0.008 Eh/bohr
Total charge ... -1
Highest occupied orbital energy ... -5.526 eV

Entry 2:
# C6H3F2N2O

A gas-phase ion, C6H3F2N2O (charge -1) (the ωB97M-V functional and the def2-TZVPD basis, the Open Molecules 2025 dataset).

Each line ends with the natural charge from an NBO analysis.
Atoms and positions in Å:
F 0.3274 2.0491 -1.8627  -0.37
N -0.2734 0.0809 1.5640  0.05
F -1.6913 -2.0612 -0.9227  -0.36
C -1.0957 -0.6727 0.8768  -0.20
O -0.5908 0.6510 2.6449  -0.40
H -1.9443 -1.1284 1.3848  0.18
C 1.8329 -0.1663 0.5174  0.30
C -0.9588 -0.9748 -0.4885  0.36
N 2.4928 -1.0639 0.8131  -0.44
H 1.4830 1.9175 0.4372  0.24
C 0.3848 0.9045 -1.0836  0.44
C -0.4121 -0.1737 -1.4633  -0.50
C 1.1211 0.9600 0.0821  -0.52
H -0.6756 -0.3220 -2.4992  0.22

Cartesian forces (eV/Å) of the 3 atoms listed first:
F 0.16 -0.42 0.24
N -2.24 1.37 1.77
F 0.06 0.42 0.11

## Properties
Energy ... -16729.16518 eV
<S²> ... 2.0392
Spin multiplicity ... 3
Max |F| ... 0.062 Eh/bohr
Total charge ... -1
Highest occupied orbital energy (spin up / spin down) ... -1.617 / -4.077 eV

Entry 3:
# C38H30ClIN2O7SiTi

A molecular structure, C38H30ClIN2O7SiTi (the ωB97M-V functional and the def2-TZVPD basis, the Open Molecules 2025 dataset).

Each line ends with the Löwdin charge.
Atoms and positions in Å:
C 1.8999 3.3895 -1.8915  -0.13
C -1.7784 -3.3147 1.8012  -0.02
H 1.1014 -5.3804 5.8600  0.08
C 0.4900 -3.6075 4.8114  -0.28
H -1.4017 -3.6580 0.8367  0.10
O -0.6518 1.4180 -2.3904  -0.20
H 3.6239 2.2341 0.2583  0.10
C 1.2113 6.0346 -1.5325  -0.12
C 4.1811 2.3397 3.5826  -0.12
C -3.4697 3.2507 -3.7988  -0.18
C 1.2680 -4.1951 -4.6033  -0.12
C 1.4292 -1.9087 3.3582  -0.18
O 0.7045 -0.8709 -2.1098  -0.09
C 2.5500 -0.9442 3.0921  -0.03
C 1.1249 -3.0697 -3.8061  -0.06
C -1.0300 -4.8223 -4.2100  -0.19
I -0.8534 2.8930 -5.2741  0.90
C 0.8026 5.0723 -0.6245  -0.12
N -2.3203 1.2177 -0.4122  0.04
H -2.1468 -3.4899 -2.9425  0.11
C 2.8690 2.4349 4.0167  -0.12
H 0.8175 2.5370 3.4520  0.09
H 2.1371 2.3457 -2.0755  0.10
C -0.5515 -3.7784 3.9086  -0.02
H -0.4019 3.1685 1.2914  -0.04
O -3.1924 -5.4732 -3.8777  -0.11
O 1.3020 -0.9903 0.5800  0.02
C -2.7660 1.8861 -1.5125  -0.12
C 3.3968 2.2968 1.3137  -0.10
H 0.3201 -5.9471 -5.4241  0.09
H 3.0641 -1.2008 2.1707  0.09
C 2.0670 2.3946 1.7227  -0.34
C -4.0421 2.4547 -1.5859  -0.17
H 2.3039 6.4215 -3.3386  0.09
C -3.1200 1.0886 0.6323  -0.09
C 1.1389 3.7288 -0.7745  -0.34
H -3.7441 3.7859 -4.6979  0.09
C -2.1901 2.6815 -3.7068  -0.65
C -4.3702 3.1434 -2.7783  -0.62
H 5.4601 2.1920 1.8683  0.09
H 2.9117 4.0419 -3.6594  0.09
C 0.2191 -5.0666 -4.8109  -0.04
C 1.8340 2.4621 3.0952  -0.15
H 4.9945 2.3187 4.2961  0.09
C 0.5745 -4.4454 6.0542  -0.07
H 2.2221 -4.3995 -5.0729  0.09
Cl -5.9509 3.8706 -2.9378  0.64
H 1.9398 -2.3856 -3.6318  0.10
Si 0.6137 2.3797 0.4804  0.72
O -1.3893 -1.3577 -1.7969  -0.05
O -1.8832 -6.7193 -5.1320  -0.13
C -0.6503 -3.0194 2.7483  -0.19
C 0.2962 -1.2059 1.2656  -0.57
H 1.1118 -3.9232 6.8460  0.07
H 2.1939 0.0847 2.9663  0.06
H -1.3116 -4.5236 4.1061  0.11
C -0.1205 -2.8260 -3.2115  -0.14
N -2.0781 -5.7017 -4.4118  -0.46
C 4.4390 2.2716 2.2227  -0.11
H -2.7152 0.5492 1.4822  0.11
Ti -0.3927 0.2734 -0.7877  0.98
C -1.1893 -3.6812 -3.4041  0.06
O -0.8336 -0.6824 0.9471  -0.15
H 3.2558 -0.9644 3.9214  0.07
H -2.3792 -2.4328 1.5937  0.08
H 0.9235 7.0677 -1.3899  0.09
C 0.3462 -2.0671 2.4866  -0.04
C -1.7983 1.9788 -2.5777  -0.41
H 0.2051 5.3705 0.2247  0.08
H -2.4112 -4.0989 2.2158  0.07
C -4.4248 1.6196 0.6416  -0.04
C -4.8863 2.2950 -0.4590  -0.02
C 1.4674 -2.6699 4.5195  -0.02
C 1.9857 5.6739 -2.6223  -0.12
C -0.2824 -1.6367 -2.3421  -0.56
H -5.0410 1.4803 1.5185  0.10
H -0.4169 -4.7011 6.4265  0.07
H 2.2937 -2.5268 5.2062  0.11
H -5.8859 2.7088 -0.4822  0.08
H 2.6499 2.4868 5.0739  0.09
C 2.3301 4.3436 -2.7981  -0.11

Cartesian forces (eV/Å) of the 3 atoms listed first:
C 0.04 -0.23 -0.08
C -0.05 0.08 -0.10
H 0.04 -0.07 -0.01

## Properties
Energy ... -108826.43035 eV
<S²> ... 2.0276
Relative energy (zero: lowest compared OMol25 entry of this formula, charge and spin) ... 0.0 kcal/mol
Spin multiplicity ... 3
Max |F| ... 0.022 Eh/bohr
Total charge ... -2
Highest occupied orbital energy (spin up / spin down) ... 0.063 / -2.844 eV